A structure of composition C43H48Cl3GeN2P4PbS2. Source: the OMol25 dataset; level of theory: ωB97M-V/def2-TZVPD.

Each line ends with the Löwdin spin population.
CARTESIAN COORDINATES (ANGSTROEM)
Pb: -0.676 0.912 -0.605  0.007
S: -0.942 0.860 2.089  0.120
P: -0.414 -1.101 2.124  0.064
C: -0.993 -1.727 0.592  0.596
P: -2.666 -2.246 0.456  0.090
S: -3.687 -0.845 -0.786  0.047
C: -2.715 -3.666 -0.637  0.018
C: -3.886 -4.422 -0.752  0.003
C: -3.942 -5.459 -1.666  0.002
C: -2.845 -5.738 -2.474  0.003
C: -1.689 -4.980 -2.372  0.000
C: -1.619 -3.941 -1.455  0.011
C: -3.606 -2.593 1.936  -0.002
C: -4.097 -1.542 2.706  -0.002
C: -4.752 -1.801 3.898  0.001
C: -4.902 -3.111 4.333  -0.001
C: -4.379 -4.161 3.588  0.001
C: -3.718 -3.908 2.397  -0.001
C: 1.388 -1.248 2.228  0.003
C: 2.011 -2.437 1.845  0.005
C: 3.360 -2.630 2.106  0.000
C: 4.087 -1.646 2.767  0.000
C: 3.469 -0.464 3.151  0.000
C: 2.122 -0.259 2.879  0.000
C: -0.948 -1.946 3.616  0.001
C: -0.885 -3.342 3.631  0.005
C: -1.098 -4.025 4.818  0.000
C: -1.378 -3.318 5.983  0.000
C: -1.455 -1.933 5.962  0.000
C: -1.235 -1.242 4.778  0.000
H: -4.754 -4.190 -0.148  0.000
H: -4.844 -6.052 -1.752  0.000
H: -2.899 -6.545 -3.194  0.000
H: -0.839 -5.199 -3.006  0.000
H: -0.721 -3.350 -1.369  0.004
H: -3.936 -0.519 2.400  0.000
H: -5.142 -0.981 4.489  0.000
H: -5.419 -3.315 5.262  0.000
H: -4.482 -5.179 3.940  0.000
H: -3.304 -4.730 1.827  0.000
H: 1.444 -3.215 1.343  0.005
H: 3.841 -3.553 1.809  0.000
H: 5.135 -1.804 2.985  0.000
H: 4.035 0.299 3.670  0.000
H: 1.640 0.660 3.190  0.001
H: -0.670 -3.896 2.722  0.004
H: -1.044 -5.106 4.836  0.000
H: -1.538 -3.851 6.912  0.000
H: -1.679 -1.388 6.870  0.000
H: -1.285 -0.158 4.763  0.001
C: 3.534 0.622 -0.117  0.000
P: 2.118 0.645 -1.257  -0.001
C: 2.454 2.213 -2.195  0.000
N: 3.418 2.183 -3.081  0.000
C: 3.709 3.313 -3.767  0.000
C: 4.746 3.305 -4.732  0.000
C: 5.013 4.442 -5.430  0.000
C: 4.267 5.632 -5.203  0.000
C: 3.272 5.668 -4.277  0.000
C: 2.978 4.499 -3.532  0.000
N: 2.009 4.529 -2.590  0.000
C: 1.746 3.430 -1.926  0.000
P: 0.494 3.519 -0.577  0.003
C: 1.474 4.169 0.818  0.001
C: -0.768 4.812 -0.988  0.000
C: -1.309 4.511 -2.392  0.000
C: -0.235 6.244 -0.891  0.000
C: -1.888 4.610 0.045  0.000
C: 2.372 -0.795 -2.419  0.000
C: 3.798 -0.946 -2.958  0.000
C: 2.042 -2.050 -1.608  0.000
C: 1.367 -0.623 -3.564  0.000
H: 4.440 0.846 -0.680  0.000
H: 3.618 -0.355 0.359  0.000
H: 3.395 1.369 0.664  0.000
H: 5.303 2.390 -4.892  0.000
H: 5.801 4.447 -6.171  0.000
H: 4.501 6.520 -5.777  0.000
H: 2.699 6.566 -4.085  0.000
H: 2.049 5.037 0.499  0.000
H: 2.151 3.397 1.183  0.000
H: 0.809 4.450 1.636  0.000
H: -0.569 4.716 -3.164  0.000
H: -2.180 5.143 -2.582  0.000
H: -1.637 3.470 -2.490  0.000
H: 0.629 6.403 -1.531  0.000
H: 0.026 6.506 0.137  0.000
H: -1.027 6.930 -1.211  0.000
H: -2.306 3.597 0.008  0.000
H: -2.701 5.308 -0.167  0.000
H: -1.547 4.803 1.065  0.000
H: 4.518 -1.092 -2.150  0.000
H: 4.113 -0.098 -3.557  0.000
H: 3.823 -1.844 -3.583  0.000
H: 2.791 -2.228 -0.834  0.000
H: 2.051 -2.913 -2.280  0.000
H: 1.065 -1.989 -1.125  0.001
H: 1.569 0.273 -4.154  0.000
H: 0.334 -0.575 -3.200  0.000
H: 1.434 -1.483 -4.235  0.000
Cl: -4.822 1.858 1.316  0.000
Ge: -5.425 0.323 -0.021  0.005
Cl: -6.037 1.216 -1.826  0.005
Cl: -6.926 -0.895 0.804  0.000

Properties
- HOMO energy (alpha / beta) (eV) = -13.371 / -13.215
- relative energy (zero: lowest compared OMol25 entry of this formula, charge and spin) (kJ/mol) = 36.7
- E_tot (eV) = -206499.279
- multiplicity = 2
- frontier orbital gap (alpha / beta) (Ha) = 0.2955 / 0.2338
- charge = +2

***

A structure of composition C43H49AsBr2ClN8O7PRbS at a distorted geometry. Source: the OMol25 dataset; level of theory: ωB97M-V/def2-TZVPD.

Each line ends with the Löwdin charge.
CARTESIAN COORDINATES (ANGSTROEM)
Rb: 1.206 2.028 0.492  1.024
C: -2.352 3.139 2.366  -0.215
C: -1.323 3.859 3.251  -0.206
N: 0.003 3.300 3.138  -0.091
C: 0.724 2.999 4.354  -0.285
C: 0.148 1.791 5.099  -0.461
S: 0.095 0.274 4.102  0.867
C: -1.679 -0.102 4.049  -0.477
C: -2.622 1.028 3.626  -0.285
N: -2.219 1.704 2.426  -0.066
H: -2.200 3.421 1.323  0.077
H: -3.352 3.502 2.663  0.112
H: -1.641 3.775 4.297  0.105
H: -1.344 4.932 3.023  0.111
H: 0.591 3.819 2.503  0.049
H: 0.764 3.842 5.062  0.116
H: 1.754 2.776 4.069  0.110
H: -0.859 1.997 5.464  0.060
H: 0.764 1.603 5.980  0.066
H: -2.005 -0.500 5.014  0.067
H: -1.746 -0.923 3.328  0.049
H: -2.665 1.763 4.434  0.096
H: -3.636 0.606 3.563  0.112
H: -2.447 1.236 1.564  0.093
O: 4.283 1.892 -0.192  -0.341
Cl: 4.005 1.657 1.216  0.627
O: 5.217 1.445 1.960  -0.314
O: 3.277 2.806 1.760  -0.500
O: 3.123 0.487 1.309  -0.515
N: -1.075 6.207 0.238  0.058
N: -0.900 5.992 -1.153  -0.009
C: -0.690 4.758 -1.652  -0.422
N: -0.163 4.648 -2.880  0.199
N: -1.175 3.775 -0.889  0.148
N: -0.894 2.500 -1.193  -0.478
O: -0.401 2.114 -2.270  -0.001
O: -1.179 1.686 -0.310  -0.191
H: -0.200 5.864 0.656  0.045
H: -1.793 5.550 0.527  0.056
H: -0.390 6.736 -1.601  0.138
H: 0.530 5.349 -3.098  0.114
H: 0.159 3.702 -3.072  0.059
C: 2.262 2.336 -4.559  -0.032
C: 3.139 3.066 -3.577  -0.325
C: 4.521 3.212 -3.841  -0.023
C: 5.295 3.919 -2.973  -0.036
C: 4.719 4.487 -1.815  -0.208
C: 5.447 5.228 -0.852  -0.632
Br: 7.312 5.551 -1.073  0.719
C: 4.823 5.733 0.246  -0.186
C: 3.453 5.519 0.439  -0.600
Br: 2.655 6.234 2.012  0.763
C: 2.643 4.771 -0.418  -0.478
O: 1.405 4.537 -0.210  -0.272
C: 3.336 4.269 -1.613  -0.144
N: 2.576 3.576 -2.510  0.168
H: 2.793 1.505 -5.024  0.065
H: 1.941 3.003 -5.365  0.080
H: 1.381 1.936 -4.056  0.060
H: 4.952 2.760 -4.727  0.107
H: 6.354 4.044 -3.153  0.072
H: 5.385 6.293 0.980  0.091
C: 0.246 -2.850 0.469  -0.423
C: -0.031 -3.980 -0.510  -0.441
As: 0.261 -5.716 0.363  1.294
C: -0.611 -6.872 -0.947  -0.430
C: -0.664 -6.540 -2.298  -0.110
C: -1.246 -7.410 -3.217  -0.091
C: -1.781 -8.617 -2.794  -0.103
C: -1.726 -8.959 -1.448  -0.095
C: -1.141 -8.094 -0.534  -0.134
C: -1.228 -5.553 1.617  -0.424
C: -0.931 -5.302 2.954  -0.133
C: -1.949 -5.094 3.880  -0.088
C: -3.275 -5.156 3.476  -0.094
C: -3.581 -5.418 2.145  -0.099
C: -2.563 -5.606 1.220  -0.116
P: -0.226 -1.127 -0.015  1.075
C: 0.657 -1.092 -1.637  -0.362
C: 2.013 -0.757 -1.569  -0.098
C: 2.816 -0.803 -2.703  -0.066
C: 2.274 -1.182 -3.922  -0.106
C: 0.926 -1.516 -4.002  -0.084
C: 0.126 -1.476 -2.868  -0.100
C: -1.997 -1.341 -0.446  -0.363
C: -2.805 -2.101 0.404  -0.104
C: -4.180 -2.184 0.208  -0.088
C: -4.776 -1.502 -0.843  -0.098
C: -3.986 -0.736 -1.691  -0.079
C: -2.615 -0.650 -1.491  -0.111
H: 1.318 -2.774 0.673  0.084
H: -0.222 -3.033 1.440  0.047
H: 0.647 -3.912 -1.363  0.060
H: -1.055 -3.962 -0.893  0.069
H: -0.260 -5.600 -2.650  0.090
H: -1.285 -7.136 -4.264  0.099
H: -2.239 -9.290 -3.508  0.096
H: -2.141 -9.900 -1.109  0.098
H: -1.108 -8.372 0.514  0.100
H: 0.103 -5.253 3.276  0.094
H: -1.702 -4.884 4.913  0.101
H: -4.070 -5.000 4.195  0.099
H: -4.614 -5.464 1.823  0.100
H: -2.814 -5.789 0.181  0.106
H: 2.459 -0.485 -0.617  0.069
H: 3.862 -0.530 -2.621  0.114
H: 2.896 -1.215 -4.808  0.099
H: 0.497 -1.816 -4.951  0.098
H: -0.915 -1.761 -2.947  0.094
H: -2.367 -2.644 1.234  0.088
H: -4.779 -2.783 0.883  0.093
H: -5.846 -1.563 -1.001  0.096
H: -4.438 -0.192 -2.511  0.102
H: -2.020 -0.029 -2.150  0.089

Properties
- HOMO energy (eV) = -4.461
- relative energy (zero: lowest compared OMol25 entry of this formula, charge and spin) (kJ/mol) = 111.8
- E_tot (eV) = -305858.315
- frontier orbital gap (Ha) = 0.2378
- charge = -1

***

A structure of composition C43H49AsCoGe2N2O4S at a distorted geometry. Source: the OMol25 dataset; level of theory: ωB97M-V/def2-TZVPD.

Each line ends with the Löwdin spin population.
CARTESIAN COORDINATES (ANGSTROEM)
Co: 0.025 0.065 -0.706  2.854
O: 2.030 0.371 -0.639  0.136
N: 2.793 -0.678 -0.591  0.003
N: 2.203 -1.787 -0.680  0.011
O: 0.907 -1.861 -0.821  0.078
C: 2.967 -2.970 -0.596  0.002
C: 4.317 -2.873 -0.267  0.002
C: 5.072 -4.025 -0.177  0.000
C: 4.487 -5.264 -0.410  0.002
C: 3.145 -5.350 -0.748  0.000
C: 2.375 -4.204 -0.840  0.002
H: 4.749 -1.901 -0.097  0.000
H: 6.120 -3.956 0.068  0.000
H: 5.083 -6.159 -0.326  0.000
H: 2.697 -6.311 -0.949  0.000
H: 1.331 -4.254 -1.117  0.000
C: 4.339 1.981 -1.863  0.042
Ge: 2.663 3.047 -2.035  0.283
C: 3.154 4.980 -2.288  0.060
C: 1.604 2.409 -3.615  0.074
Ge: 0.928 2.698 0.090  0.653
C: 2.219 2.957 1.641  0.163
C: 3.449 3.590 1.531  0.034
C: 4.192 3.860 2.670  0.006
C: 3.710 3.501 3.918  0.014
C: 2.494 2.847 4.028  0.005
C: 1.760 2.556 2.890  0.034
C: -0.104 4.451 -0.112  0.182
C: -0.635 4.997 1.050  0.044
C: -1.471 6.098 0.974  0.007
C: -1.775 6.664 -0.253  0.018
C: -1.229 6.138 -1.413  0.003
C: -0.410 5.023 -1.339  0.024
H: 5.063 2.420 -2.546  0.008
H: 4.161 0.948 -2.138  0.000
H: 4.741 2.005 -0.855  0.000
H: 3.523 5.059 -3.308  0.012
H: 3.954 5.261 -1.611  0.000
H: 2.328 5.671 -2.162  0.000
H: 2.302 2.308 -4.443  0.013
H: 0.822 3.105 -3.904  0.000
H: 1.157 1.440 -3.412  0.000
H: 3.825 3.886 0.559  0.005
H: 5.152 4.346 2.582  0.001
H: 4.285 3.722 4.805  0.001
H: 2.120 2.557 4.997  0.001
H: 0.815 2.031 2.974  0.006
H: -0.401 4.562 2.013  0.003
H: -1.896 6.510 1.878  0.001
H: -2.449 7.505 -0.309  0.001
H: -1.448 6.589 -2.371  0.000
H: 0.004 4.604 -2.247  0.002
O: -1.321 -0.706 0.511  0.078
As: -1.436 -2.336 0.873  0.007
C: 0.182 -2.921 1.760  0.001
C: 0.487 -4.266 1.910  0.000
C: 1.639 -4.629 2.590  0.000
C: 2.468 -3.660 3.127  0.000
C: 2.162 -2.317 2.968  0.000
C: 1.020 -1.946 2.281  0.000
C: -2.889 -2.395 2.163  0.003
C: -2.591 -2.261 3.512  0.001
C: -3.619 -2.158 4.434  0.000
C: -4.938 -2.212 4.014  0.001
C: -5.233 -2.379 2.670  0.000
C: -4.210 -2.456 1.739  0.001
C: -1.933 -3.487 -0.612  0.000
C: -1.696 -3.155 -1.938  0.000
C: -2.074 -4.032 -2.943  0.000
C: -2.686 -5.235 -2.625  0.000
C: -2.920 -5.568 -1.301  0.000
C: -2.547 -4.694 -0.294  0.000
H: -0.168 -5.025 1.500  0.000
H: 1.889 -5.672 2.703  0.000
H: 3.352 -3.949 3.673  0.000
H: 2.809 -1.560 3.385  0.000
H: 0.784 -0.892 2.125  0.000
H: -1.555 -2.250 3.838  0.000
H: -3.388 -2.047 5.482  0.000
H: -5.735 -2.121 4.736  0.000
H: -6.258 -2.451 2.345  0.000
H: -4.433 -2.586 0.684  0.000
H: -1.202 -2.215 -2.173  0.000
H: -1.887 -3.787 -3.977  0.000
H: -2.991 -5.911 -3.409  0.000
H: -3.390 -6.507 -1.050  0.000
H: -2.739 -4.939 0.745  0.000
C: -4.373 3.285 -1.885  0.001
C: -3.135 2.604 -1.333  0.003
S: -2.143 1.831 -2.666  0.020
O: -0.978 1.220 -1.884  0.091
C: -3.208 0.392 -3.122  0.003
C: -3.876 -0.317 -1.963  0.000
H: -4.992 3.644 -1.067  0.000
H: -4.980 2.618 -2.492  0.000
H: -4.101 4.141 -2.495  0.000
H: -3.355 1.831 -0.599  0.000
H: -2.460 3.336 -0.883  0.000
H: -2.529 -0.279 -3.648  0.000
H: -3.925 0.781 -3.842  0.001
H: -3.145 -0.575 -1.196  0.000
H: -4.328 -1.237 -2.328  0.000
H: -4.671 0.277 -1.522  0.000

Properties
- HOMO energy (alpha / beta) (eV) = -13.086 / -13.315
- relative energy (zero: lowest compared OMol25 entry of this formula, charge and spin) (kJ/mol) = 43.4
- E_tot (eV) = -278870.533
- multiplicity = 6
- frontier orbital gap (alpha / beta) (Ha) = 0.3201 / 0.1892
- charge = +2

***

A structure of composition C43H50N10O6S3Tl. Source: the OMol25 dataset; level of theory: ωB97M-V/def2-TZVPD.

Each line ends with the Löwdin charge.
CARTESIAN COORDINATES (ANGSTROEM)
Tl: -0.156 -0.165 -0.534  0.888
C: 2.803 -3.342 -2.474  -0.050
C: 1.910 -2.719 -1.593  -0.164
N: 2.232 -2.314 -0.386  0.110
C: 3.492 -2.513 0.046  -0.140
C: 4.454 -3.175 -0.752  -0.141
C: 4.076 -3.588 -2.040  -0.014
C: 5.781 -3.388 -0.270  -0.023
C: 6.162 -2.932 0.938  -0.028
C: 5.236 -2.235 1.773  -0.143
C: 5.624 -1.731 3.022  -0.020
C: 4.721 -1.031 3.777  -0.059
C: 3.422 -0.896 3.278  -0.184
N: 3.008 -1.386 2.135  0.107
C: 3.897 -2.030 1.357  -0.159
H: 2.494 -3.610 -3.475  0.105
H: 0.878 -2.563 -1.886  0.055
H: 4.802 -4.093 -2.667  0.116
H: 6.480 -3.909 -0.913  0.114
H: 7.174 -3.071 1.299  0.111
H: 6.638 -1.890 3.370  0.113
H: 4.986 -0.607 4.736  0.097
H: 2.691 -0.346 3.865  0.084
N: -8.676 -1.579 1.153  0.083
C: -7.349 -1.996 1.050  -0.335
C: -6.507 -1.947 2.161  -0.046
C: -5.206 -2.411 2.070  -0.079
C: -4.723 -2.929 0.878  -0.265
C: -5.564 -3.009 -0.223  -0.056
C: -6.860 -2.535 -0.140  -0.033
S: -3.022 -3.523 0.835  0.585
O: -2.549 -3.231 2.178  -0.375
O: -3.032 -4.921 0.491  -0.317
N: -2.162 -2.588 -0.166  -0.102
C: -2.271 -2.764 -1.490  -0.491
N: -1.429 -2.042 -2.304  0.031
C: -1.539 -2.235 -3.609  -0.165
C: -2.437 -3.107 -4.195  -0.075
C: -3.245 -3.790 -3.306  -0.144
N: -3.177 -3.635 -2.001  0.095
H: -8.850 -0.881 1.857  0.079
H: -9.124 -1.374 0.275  0.080
H: -6.890 -1.562 3.100  0.101
H: -4.545 -2.383 2.925  0.097
H: -5.180 -3.438 -1.134  0.088
H: -7.512 -2.580 -1.005  0.106
H: -0.857 -1.660 -4.232  0.100
H: -2.514 -3.229 -5.265  0.088
H: -3.992 -4.498 -3.657  0.108
C: -0.802 0.200 4.618  -0.050
C: -0.289 -0.404 3.286  -0.112
N: -0.668 0.479 2.199  -0.219
C: -2.123 0.621 2.139  -0.152
C: -2.611 1.350 3.407  -0.052
N: -1.425 1.529 4.309  -0.096
C: -0.433 2.437 3.652  -0.054
C: -0.044 1.786 2.301  -0.177
H: -0.004 0.362 5.344  0.127
H: -1.569 -0.430 5.068  0.132
H: -0.751 -1.368 3.102  0.124
H: 0.789 -0.537 3.273  0.090
H: -2.544 -0.375 2.067  0.116
H: -2.344 1.177 1.209  0.081
H: -3.374 0.785 3.943  0.130
H: -2.996 2.346 3.178  0.131
H: -1.733 1.952 5.179  0.178
H: 0.419 2.549 4.323  0.130
H: -0.901 3.413 3.520  0.130
H: 1.037 1.682 2.197  0.049
H: -0.421 2.378 1.463  0.114
N: 0.260 1.206 -3.439  0.092
C: 1.636 1.326 -3.267  -0.351
C: 2.197 2.526 -2.830  -0.035
C: 3.570 2.658 -2.712  -0.083
C: 4.399 1.578 -2.966  -0.274
C: 3.857 0.395 -3.442  -0.056
C: 2.489 0.279 -3.625  -0.035
S: 6.167 1.650 -2.692  0.471
O: 6.687 2.607 -3.654  -0.352
O: 6.647 0.292 -2.854  -0.352
O: 6.349 2.133 -1.291  -0.374
H: -0.317 1.804 -2.863  0.049
H: -0.086 0.261 -3.470  0.029
H: 1.543 3.346 -2.553  0.114
H: 4.001 3.601 -2.409  0.113
H: 4.536 -0.419 -3.655  0.105
H: 2.066 -0.638 -4.020  0.102
C: -3.962 3.067 -0.879  -0.064
C: -3.227 1.760 -1.260  -0.791
C: -3.073 1.725 -2.796  -0.059
C: -4.154 0.581 -0.880  -0.049
O: -2.009 1.703 -0.624  -0.412
H: -4.930 3.155 -1.381  0.069
H: -3.344 3.928 -1.144  0.071
H: -4.128 3.086 0.202  0.060
H: -4.040 1.794 -3.301  0.074
H: -2.592 0.785 -3.080  0.061
H: -2.436 2.549 -3.124  0.073
H: -5.093 0.604 -1.440  0.078
H: -4.387 0.589 0.188  0.068
H: -3.642 -0.357 -1.095  0.060
S: 3.107 1.369 0.652  0.670
C: 3.400 2.999 0.415  -0.768
N: 4.651 3.448 0.098  0.039
C: 4.959 4.756 0.063  -0.094
C: 4.036 5.729 0.312  -0.088
C: 2.700 5.325 0.522  -0.079
C: 2.391 3.998 0.569  -0.106
H: 5.361 2.777 -0.395  0.067
H: 5.990 4.980 -0.181  0.132
H: 4.315 6.772 0.329  0.092
H: 1.923 6.071 0.642  0.102
H: 1.376 3.652 0.699  0.084

Properties
- HOMO energy (eV) = -4.995
- E_tot (eV) = -109789.820
- frontier orbital gap (Ha) = 0.2154
- charge = -1